Record 1
Here is a cluster of 11 separate species, C60H110F6N20P in total from OMol25. Energies are from ωB97M-V/def2-TZVPD.

Geometry (Å):
C: -0.267 -7.646 -3.741
C: 0.455 -7.303 -5.060
N: -0.124 -6.163 -5.698
C: 0.054 -4.855 -5.234
C: -0.857 -4.070 -5.852
N: -1.654 -4.934 -6.637
C: -1.229 -6.225 -6.522
C: -2.735 -4.528 -7.544
H: -0.275 -6.792 -3.064
H: 0.175 -8.537 -3.296
H: -1.322 -7.783 -3.981
H: 0.430 -8.137 -5.761
H: 1.519 -7.077 -4.988
H: 0.787 -4.831 -4.442
H: -1.057 -3.009 -5.866
H: -1.713 -7.106 -6.916
H: -3.148 -5.507 -7.785
H: -2.350 -4.209 -8.512
H: -3.479 -3.949 -6.996
C: 2.054 8.582 -2.047
C: 2.318 9.694 -3.176
N: 3.307 10.695 -2.706
C: 4.593 10.795 -3.134
C: 5.215 11.819 -2.335
N: 4.312 12.285 -1.366
C: 3.116 11.566 -1.674
C: 4.498 13.273 -0.370
H: 1.608 7.635 -2.351
H: 1.510 8.841 -1.139
H: 2.964 8.242 -1.551
H: 1.355 10.148 -3.408
H: 2.632 9.055 -4.001
H: 5.045 10.127 -3.852
H: 6.238 12.156 -2.408
H: 2.195 11.702 -1.127
H: 5.360 12.852 0.148
H: 3.622 13.311 0.277
H: 4.528 14.284 -0.776
C: -7.105 -8.665 4.207
C: -5.910 -7.754 4.620
N: -5.551 -6.952 3.510
C: -6.456 -6.206 2.765
C: -5.811 -5.702 1.631
N: -4.497 -5.823 1.913
C: -4.330 -6.676 2.971
C: -3.461 -5.236 1.055
H: -7.109 -9.574 4.810
H: -6.883 -9.084 3.226
H: -8.111 -8.245 4.206
H: -5.033 -8.279 4.999
H: -6.072 -7.068 5.452
H: -7.446 -6.161 3.193
H: -6.264 -5.014 0.933
H: -3.358 -7.038 3.270
H: -3.921 -5.072 0.080
H: -2.595 -5.844 0.794
H: -3.081 -4.426 1.677
C: -11.602 0.446 -1.736
C: -10.532 -0.204 -0.962
N: -9.285 -0.102 -1.620
C: -8.954 -0.783 -2.808
C: -7.791 -0.323 -3.221
N: -7.292 0.614 -2.311
C: -8.249 0.755 -1.301
C: -6.106 1.437 -2.491
H: -11.788 0.049 -2.734
H: -11.408 1.498 -1.948
H: -12.482 0.558 -1.103
H: -10.779 -1.246 -0.760
H: -10.430 0.273 0.013
H: -9.554 -1.551 -3.274
H: -7.215 -0.541 -4.108
H: -8.204 1.450 -0.476
H: -6.391 2.393 -2.930
H: -5.363 0.952 -3.124
H: -5.531 1.572 -1.575
C: 7.204 -9.203 -3.507
C: 7.521 -8.569 -4.831
N: 6.941 -7.295 -5.171
C: 6.062 -7.015 -6.197
C: 5.763 -5.636 -6.195
N: 6.233 -5.090 -5.016
C: 7.079 -6.077 -4.432
C: 6.024 -3.723 -4.534
H: 7.331 -8.439 -2.740
H: 7.798 -10.089 -3.285
H: 6.213 -9.642 -3.393
H: 7.294 -9.294 -5.613
H: 8.602 -8.432 -4.846
H: 5.608 -7.726 -6.871
H: 5.040 -5.076 -6.769
H: 7.633 -5.839 -3.536
H: 6.335 -3.734 -3.489
H: 5.019 -3.301 -4.538
H: 6.791 -3.154 -5.059
C: 1.203 -4.724 4.216
C: 2.407 -5.264 4.966
N: 2.436 -6.698 5.334
C: 2.915 -7.729 4.552
C: 2.645 -8.920 5.224
N: 1.883 -8.602 6.339
C: 1.774 -7.223 6.417
C: 1.191 -9.536 7.223
H: 1.186 -5.337 3.315
H: 1.207 -3.650 4.028
H: 0.246 -4.686 4.737
H: 2.407 -4.728 5.915
H: 3.377 -5.104 4.496
H: 3.443 -7.416 3.663
H: 2.615 -9.963 4.946
H: 1.086 -6.846 7.158
H: 0.894 -10.372 6.589
H: 0.359 -8.983 7.660
H: 1.977 -9.913 7.877
C: 5.047 4.764 -5.339
C: 4.588 4.319 -6.698
N: 3.160 4.212 -6.851
C: 2.318 3.491 -6.125
C: 0.938 3.741 -6.509
N: 1.099 4.383 -7.728
C: 2.414 4.624 -7.942
C: 0.001 4.752 -8.575
H: 4.974 4.064 -4.506
H: 4.646 5.746 -5.090
H: 6.116 4.914 -5.491
H: 4.886 3.286 -6.881
H: 4.995 4.959 -7.480
H: 2.680 3.105 -5.183
H: -0.017 3.475 -6.080
H: 2.845 5.240 -8.717
H: 0.362 5.619 -9.129
H: -0.864 4.933 -7.937
H: -0.334 3.958 -9.243
C: -5.416 -0.201 4.056
C: -4.491 0.834 4.592
N: -4.687 0.960 5.944
C: -5.811 1.558 6.553
C: -5.531 1.683 7.892
N: -4.328 1.097 8.210
C: -3.860 0.597 7.014
C: -3.626 1.070 9.449
H: -5.131 -0.341 3.014
H: -6.416 0.232 4.043
H: -5.506 -1.100 4.666
H: -4.560 1.824 4.143
H: -3.507 0.421 4.371
H: -6.602 2.014 5.976
H: -6.122 2.039 8.723
H: -2.944 0.073 6.782
H: -4.182 1.738 10.106
H: -2.581 1.366 9.361
H: -3.686 0.012 9.705
C: 7.588 6.837 -0.287
C: 8.274 5.613 0.383
N: 7.426 4.469 0.512
C: 6.165 4.456 1.097
C: 5.807 3.108 1.308
N: 6.746 2.372 0.691
C: 7.767 3.171 0.323
C: 6.623 0.973 0.617
H: 7.087 7.416 0.489
H: 6.859 6.503 -1.026
H: 8.328 7.610 -0.491
H: 8.768 5.900 1.312
H: 8.963 5.329 -0.412
H: 5.737 5.408 1.376
H: 5.028 2.740 1.960
H: 8.703 2.805 -0.073
H: 5.899 0.653 1.368
H: 7.608 0.643 0.947
H: 6.275 0.979 -0.416
C: -0.777 4.893 3.703
C: -1.331 6.137 4.465
N: -1.868 5.948 5.801
C: -1.118 5.616 6.906
C: -2.005 5.637 7.983
N: -3.144 6.306 7.620
C: -3.019 6.488 6.287
C: -4.223 6.717 8.507
H: 0.010 5.143 2.992
H: -1.661 4.517 3.187
H: -0.467 4.055 4.328
H: -2.099 6.542 3.806
H: -0.560 6.908 4.470
H: -0.123 5.212 6.790
H: -1.953 5.343 9.021
H: -3.625 7.170 5.709
H: -4.513 7.693 8.115
H: -4.000 6.910 9.556
H: -5.029 6.028 8.256
P: 0.800 0.070 -0.953
F: 0.204 0.043 -2.475
F: 2.283 0.084 -1.758
F: 0.612 1.688 -0.963
F: 1.508 0.074 0.513
F: -0.665 0.065 -0.261
F: 0.768 -1.535 -0.968

## Properties
- frontier orbital gap (eV) = 8.506
- total charge = +9
- E_LUMO (eV) = -13.2
- calculated total energy (hartree) = -4384.31859

***

Record 2
Here is a cluster of 10 separate species, C60H112N4O16 in total from OMol25. Energies are from ωB97M-V/def2-TZVPD.

Geometry (Å):
C: 10.042 0.413 4.843
C: 8.789 1.388 4.690
C: 7.824 1.220 5.901
C: 9.277 2.830 4.632
C: 8.336 3.896 4.059
C: 7.667 3.401 2.793
C: 7.063 1.989 2.963
C: 5.788 2.168 3.803
C: 6.636 1.616 1.523
N: 8.173 1.168 3.411
O: 7.983 -0.176 3.167
H: 10.687 0.338 3.967
H: 10.751 0.649 5.637
H: 9.742 -0.602 5.101
H: 8.353 1.296 6.851
H: 7.042 1.940 6.142
H: 7.431 0.209 5.791
H: 9.683 3.129 5.598
H: 10.217 2.764 4.084
H: 7.589 4.329 4.724
H: 8.891 4.777 3.738
H: 8.474 3.243 2.078
H: 6.979 4.100 2.319
H: 5.361 1.194 4.044
H: 4.985 2.641 3.238
H: 5.994 2.760 4.695
H: 6.093 2.397 0.990
H: 6.105 0.671 1.408
H: 7.565 1.461 0.975
H: 8.559 -0.281 2.406
C: 4.223 -9.772 -9.494
C: 4.621 -8.339 -9.012
C: 6.002 -8.509 -8.314
C: 4.837 -7.500 -10.326
C: 5.018 -5.942 -10.063
C: 3.925 -5.387 -9.177
C: 3.723 -6.223 -7.904
C: 4.816 -5.826 -6.844
C: 2.410 -5.707 -7.307
N: 3.664 -7.674 -8.151
O: 3.198 -8.446 -7.140
H: 4.382 -10.539 -8.736
H: 3.146 -9.731 -9.653
H: 4.668 -10.072 -10.443
H: 6.884 -7.962 -8.647
H: 5.819 -8.295 -7.261
H: 6.368 -9.535 -8.350
H: 5.727 -7.857 -10.845
H: 4.008 -7.656 -11.015
H: 6.002 -5.872 -9.600
H: 5.040 -5.493 -11.056
H: 3.029 -5.470 -9.793
H: 4.021 -4.303 -9.113
H: 5.861 -5.837 -7.155
H: 4.715 -6.367 -5.903
H: 4.684 -4.799 -6.503
H: 2.072 -6.386 -6.524
H: 1.543 -5.731 -7.966
H: 2.464 -4.677 -6.956
H: 2.253 -8.316 -7.244
C: -5.304 -7.764 7.935
C: -6.255 -6.930 8.665
C: -7.634 -7.605 8.685
C: -5.817 -6.804 10.081
C: -4.599 -5.785 10.266
C: -4.956 -4.417 9.570
C: -5.387 -4.503 8.054
C: -5.945 -3.142 7.635
C: -4.236 -4.649 7.045
N: -6.422 -5.577 8.022
O: -7.026 -5.641 6.744
H: -5.182 -8.765 8.347
H: -5.770 -7.793 6.950
H: -4.301 -7.350 7.838
H: -7.987 -7.919 7.703
H: -7.547 -8.527 9.259
H: -8.402 -7.042 9.215
H: -6.634 -6.348 10.640
H: -5.494 -7.739 10.539
H: -4.286 -5.558 11.285
H: -3.737 -6.270 9.809
H: -3.965 -3.963 9.567
H: -5.543 -3.679 10.116
H: -6.708 -2.759 8.312
H: -6.431 -3.156 6.659
H: -5.269 -2.298 7.496
H: -4.694 -4.699 6.057
H: -3.578 -5.445 7.395
H: -3.559 -3.798 7.121
H: -7.871 -5.296 7.041
C: 2.147 9.690 -3.695
C: 2.387 10.552 -2.435
C: 3.721 10.344 -1.824
C: 2.377 12.072 -2.864
C: 2.070 13.045 -1.745
C: 0.806 12.647 -1.044
C: 0.616 11.214 -0.530
C: 1.314 11.084 0.845
C: -0.923 10.958 -0.329
N: 1.338 10.254 -1.433
O: 1.153 8.905 -1.045
H: 2.496 10.162 -4.614
H: 2.570 8.690 -3.607
H: 1.077 9.540 -3.835
H: 3.986 10.974 -0.975
H: 3.823 9.312 -1.489
H: 4.513 10.507 -2.556
H: 3.422 12.250 -3.116
H: 1.930 12.308 -3.830
H: 2.868 12.889 -1.018
H: 2.143 14.032 -2.202
H: -0.059 12.848 -1.676
H: 0.755 13.319 -0.188
H: 2.374 11.303 0.714
H: 1.279 10.088 1.287
H: 0.901 11.804 1.551
H: -1.298 11.750 0.320
H: -1.107 9.996 0.150
H: -1.541 10.978 -1.226
H: 0.307 8.673 -1.436
O: -3.741 4.595 8.087
C: -2.771 4.649 7.420
C: -1.305 4.684 7.876
C: -0.551 5.088 6.623
C: -1.501 4.962 5.442
O: -2.774 4.772 6.065
H: -1.064 5.385 8.676
H: -1.074 3.688 8.253
H: -0.079 6.070 6.674
H: 0.319 4.439 6.530
H: -1.457 5.837 4.794
H: -1.217 4.045 4.925
O: -7.793 -4.100 -3.525
C: -7.007 -4.466 -2.622
C: -5.691 -5.111 -2.759
C: -5.582 -5.749 -1.414
C: -6.400 -4.797 -0.460
O: -7.290 -4.180 -1.366
H: -5.525 -5.945 -3.441
H: -4.881 -4.388 -2.862
H: -5.859 -6.800 -1.331
H: -4.538 -5.631 -1.122
H: -6.937 -5.358 0.304
H: -5.659 -4.103 -0.063
O: -4.723 5.442 -2.227
C: -5.738 4.825 -1.961
C: -7.083 4.776 -2.695
C: -7.902 3.692 -2.034
C: -7.209 3.558 -0.723
O: -5.876 4.072 -0.908
H: -7.570 5.748 -2.616
H: -7.074 4.734 -3.784
H: -8.946 3.954 -1.866
H: -7.813 2.729 -2.538
H: -7.684 4.173 0.041
H: -7.341 2.496 -0.515
O: 1.390 -7.379 0.666
C: 1.683 -6.346 1.290
C: 1.338 -4.945 0.917
C: 2.310 -4.175 1.798
C: 2.488 -5.163 2.979
O: 2.334 -6.471 2.437
H: 1.447 -4.773 -0.153
H: 0.354 -4.652 1.283
H: 3.269 -4.016 1.305
H: 1.983 -3.181 2.100
H: 3.485 -5.096 3.414
H: 1.682 -4.941 3.677
O: -1.851 -0.142 0.291
C: -1.370 0.309 -0.742
C: -0.218 1.283 -0.851
C: -0.009 1.367 -2.356
C: -0.992 0.435 -3.060
O: -1.706 -0.077 -1.972
H: -0.533 2.276 -0.531
H: 0.638 1.001 -0.238
H: -0.095 2.372 -2.771
H: 1.029 1.103 -2.561
H: -1.575 1.135 -3.658
H: -0.449 -0.326 -3.622
O: -5.145 -1.425 -7.780
C: -6.096 -0.774 -8.217
C: -6.786 -0.959 -9.515
C: -7.574 0.294 -9.821
C: -7.707 0.854 -8.292
O: -6.529 0.364 -7.612
H: -6.026 -1.165 -10.268
H: -7.486 -1.794 -9.476
H: -7.112 1.063 -10.440
H: -8.523 0.063 -10.305
H: -7.791 1.940 -8.251
H: -8.624 0.483 -7.834

## Properties
- frontier orbital gap (eV) = 7.871
- E_LUMO (eV) = 0.1
- calculated total energy (hartree) = -3775.88353

***

Number 1: HOMO energy -0.798 hartree. Number 2: HOMO energy -0.286 hartree.